9
Properties=species:S:1:pos:R:3:forces:R:3 method="wB97M-V/def2-TZVPD" e_lumo_ev="-2.087 / -1.986" total_charge=0 e_above_lowest_kcal_mol=150.75 max_force_ha_per_bohr=0.073
C 0.978458 0.504658 -0.210523 1.172 1.251 0.016
C 0.016476 -0.613291 0.250245 -0.196 -1.161 -3.561
N 0.298309 1.647784 0.262984 -0.247 0.627 0.460
P -3.177740 -0.851916 0.042789 1.361 1.442 0.494
S -1.547385 0.426492 -0.007250 0.812 -2.005 -0.741
H 2.093857 0.508801 0.131104 -1.878 -0.332 0.350
H 1.206344 0.674038 -1.304310 -0.911 -0.800 0.486
H 0.060186 -1.555493 -0.475557 -0.370 1.565 2.082
H 0.071493 -0.741071 1.310515 0.259 -0.587 0.415